An isolated molecule of C5H9NO at a distorted geometry, computed with the ωB97M-V functional and the def2-TZVPD basis.

```
! wB97M-V def2-TZVPD RIJCOSX def2/J DEFGRID3
* xyz 0 1
C 2.129 -0.461 0.227
C 1.040 0.524 -0.131
C -0.065 0.011 -1.096
N -0.981 0.202 -0.017
C -2.353 -0.142 0.195
C -0.083 0.620 0.909
O -0.181 0.861 2.093
H 1.704 -1.444 0.467
H 2.681 -0.107 1.101
H 2.822 -0.577 -0.610
H 1.430 1.508 -0.401
H -0.266 0.618 -1.989
H -0.042 -1.052 -1.346
H -2.587 0.917 0.321
H -2.842 -0.547 -0.697
H -2.406 -0.932 0.974
*
```

- energy relative to the best compared isomer or geometry (same formula, charge and spin) (kcal/mol) = 38.0
- gap between HOMO and LUMO (eV) = 10.021
- largest force on an atom (Eh/bohr) = 0.0520
- E_HOMO (eV) = -9.17
- calculated total energy (eV) = -8867.565
- structure (SMILES) = C[C@H]1CN(C)C1=O

Atom charges from the Löwdin analysis, given in e for atoms 1 to 4: -0.0610, -0.2332, -0.1025, -0.1394



A cluster of 2 separate species, C5H16NSi in total at a distorted geometry, computed with the ωB97M-V functional and the def2-TZVPD basis.

```
! wB97M-V def2-TZVPD RIJCOSX def2/J DEFGRID3
* xyz 1 1
C 1.678 0.345 -1.282
C 0.478 1.450 1.926
C 1.423 -1.243 0.552
C -1.975 -1.589 0.385
C -1.529 1.400 -0.984
N 0.791 -0.259 -0.326
Si -0.888 -0.394 -0.829
H 2.548 0.857 -0.892
H 2.112 -0.330 -1.907
H 1.212 1.155 -1.760
H -0.611 1.211 1.789
H 1.156 0.999 2.639
H 0.890 2.276 1.292
H 0.861 -1.349 1.508
H 1.522 -2.171 0.159
H 2.490 -0.934 0.813
H -2.558 -1.165 1.207
H -2.658 -2.200 -0.104
H -1.324 -2.207 0.936
H -1.598 1.799 0.040
H -0.783 1.962 -1.511
H -2.436 1.450 -1.507
H -0.801 -1.063 -2.144
*
```

- energy relative to the best compared isomer or geometry (same formula, charge and spin) (kcal/mol) = 75.8
- gap between HOMO and LUMO (spin up / spin down) (eV) = 6.264 / 9.830
- largest force on an atom (Eh/bohr) = 0.0837
- E_HOMO (spin up / spin down) (eV) = -13.44 / -14.78
- calculated total energy (eV) = -14802.133

Atom charges from the Löwdin analysis, given in e for atoms 1 to 4: -0.0823, 0.2159, -0.0822, -0.1451



A structure of composition C4H7ClS at a distorted geometry, computed with the ωB97M-V functional and the def2-TZVPD basis.

```
! wB97M-V def2-TZVPD RIJCOSX def2/J DEFGRID3
* xyz 0 1
C -0.859 -0.900 -1.317
C -0.303 0.250 -0.420
C 0.642 -0.168 0.539
C 0.971 0.993 1.363
H -0.550 -1.966 -0.629
H -0.329 -0.884 -2.800
H -2.246 -0.346 -1.527
H -1.217 0.500 0.250
H -0.253 1.288 -0.897
H 1.585 -0.899 0.301
H 0.375 1.296 2.241
S 2.167 1.943 0.945
Cl 0.017 -1.106 1.950
*
```

- energy relative to the best compared isomer or geometry (same formula, charge and spin) (kcal/mol) = 135.3
- gap between HOMO and LUMO (eV) = 8.550
- largest force on an atom (Eh/bohr) = 0.1128
- E_HOMO (eV) = -8.95
- calculated total energy (eV) = -27612.843

Atom charges from the Löwdin analysis, given in e for atoms 1 to 4: -0.1620, -0.4553, -0.8434, -0.8401



An isolated molecule of F2HNS at a distorted geometry, computed with the ωB97M-V functional and the def2-TZVPD basis.

```
! wB97M-V def2-TZVPD RIJCOSX def2/J DEFGRID3
* xyz 0 3
N 0.338 0.003 0.364
F 1.197 1.079 0.179
F 1.203 -1.071 0.197
S -0.887 -0.011 -0.834
H -1.851 0.001 0.094
*
```

- energy relative to the best compared isomer or geometry (same formula, charge and spin) (kcal/mol) = 112.2
- gap between HOMO and LUMO (spin up / spin down) (eV) = 6.520 / 5.947
- largest force on an atom (Eh/bohr) = 0.1448
- E_HOMO (spin up / spin down) (eV) = -5.73 / -10.10
- calculated total energy (eV) = -17766.995

Atom charges from the Löwdin analysis, given in e for atoms 1 to 4: -0.3580, -0.0430, -0.0433, 0.6141



An isolated molecule of C3H8N2O at a distorted geometry, computed with the ωB97M-V functional and the def2-TZVPD basis.

```
! wB97M-V def2-TZVPD RIJCOSX def2/J DEFGRID3
* xyz 0 1
C 2.108 0.853 0.496
C 1.246 -0.318 -0.017
O 0.417 -0.007 -1.161
C -0.462 0.045 0.051
N -1.422 -0.949 0.204
N -2.688 -0.614 -0.347
H 2.898 0.371 1.099
H 1.587 1.539 0.967
H 2.611 1.341 -0.390
H 1.574 -1.382 0.035
H -0.710 1.085 0.308
H -1.078 -1.837 -0.193
H -3.301 0.020 0.166
H -2.781 -0.147 -1.218
*
```

- energy relative to the best compared isomer or geometry (same formula, charge and spin) (kcal/mol) = 105.8
- gap between HOMO and LUMO (eV) = 9.820
- largest force on an atom (Eh/bohr) = 0.1331
- E_HOMO (eV) = -8.67
- calculated total energy (eV) = -8264.738
- structure (SMILES) = C[C@@H]1O[C@H]1NN

Atom charges from the Löwdin analysis, given in e for atoms 1 to 4: -0.0561, -0.2022, -0.1221, -0.2140



A cluster of 2 separate species, C4H9NO5 in total at a distorted geometry, computed with the ωB97M-V functional and the def2-TZVPD basis.

```
! wB97M-V def2-TZVPD RIJCOSX def2/J DEFGRID3
* xyz 0 1
C 0.242 -3.383 2.242
N 1.567 -4.097 1.874
O 1.818 -4.146 0.631
O 2.267 -4.618 2.704
H 0.303 -2.953 3.242
H -0.411 -4.254 2.192
H -0.234 -2.647 1.595
C -1.212 2.591 1.042
O -0.882 3.083 -0.292
C -0.764 2.131 -1.297
O -0.932 0.904 -1.183
O -0.166 2.748 -2.347
C 0.407 1.948 -3.426
H -1.342 3.374 1.789
H -0.258 2.121 1.282
H -2.065 1.915 1.102
H 1.200 1.273 -3.105
H 0.873 2.613 -4.153
H -0.409 1.394 -3.890
*
```

- energy relative to the best compared isomer or geometry (same formula, charge and spin) (kcal/mol) = 102.6
- gap between HOMO and LUMO (eV) = 11.195
- largest force on an atom (Eh/bohr) = 0.0760
- E_HOMO (eV) = -10.97
- calculated total energy (eV) = -16017.563
- structure (SMILES) = C[N+](=O)[O-].COC(=O)OC

Atom charges from the Löwdin analysis, given in e for atoms 1 to 4: 0.0526, -0.4100, 0.0131, 0.0736



An isolated molecule of CH3NOS at a distorted geometry, computed with the ωB97M-V functional and the def2-TZVPD basis.

```
! wB97M-V def2-TZVPD RIJCOSX def2/J DEFGRID3
* xyz 0 3
C 0.330 -0.156 -1.230
N -0.405 0.379 2.017
O 0.667 1.066 -0.686
S -0.680 0.693 0.574
H -0.421 -0.293 -2.000
H 0.882 -1.067 -0.940
H -0.373 -0.622 2.265
*
```

- energy relative to the best compared isomer or geometry (same formula, charge and spin) (kcal/mol) = 72.3
- gap between HOMO and LUMO (spin up / spin down) (eV) = 7.392 / 8.164
- largest force on an atom (Eh/bohr) = 0.0734
- E_HOMO (spin up / spin down) (eV) = -6.93 / -10.54
- calculated total energy (eV) = -15452.626

Atom charges from the Löwdin analysis, given in e for atoms 1 to 4: -0.3132, -0.3816, -0.3927, 0.9631



A cluster of 2 separate species, C5H8OS2 in total at a distorted geometry, computed with the ωB97M-V functional and the def2-TZVPD basis.

```
! wB97M-V def2-TZVPD RIJCOSX def2/J DEFGRID3
* xyz 0 1
C 0.387 -0.479 1.570
C 0.101 -0.406 0.100
C -1.260 -0.955 -0.451
C -1.111 0.383 -0.600
C 2.137 0.274 -0.760
H 0.700 -1.591 1.563
H -0.333 -0.423 2.422
H 1.244 0.192 1.805
H -1.328 -1.636 -1.438
H -2.050 -1.399 0.098
H -0.960 0.550 -1.798
H -1.458 3.192 -0.740
H 2.851 -0.286 -1.266
O 1.132 -0.607 -0.664
S -2.282 1.516 0.066
S 2.230 1.676 0.092
*
```

- energy relative to the best compared isomer or geometry (same formula, charge and spin) (kcal/mol) = 142.4
- gap between HOMO and LUMO (eV) = 7.689
- largest force on an atom (Eh/bohr) = 0.1479
- E_HOMO (eV) = -8.70
- calculated total energy (eV) = -29026.508

Atom charges from the Löwdin analysis, given in e for atoms 1 to 4: -0.0330, -0.5508, -0.1895, -0.7696



Among the records above, which one has the lowest energy relative to the best compared isomer or geometry (same formula, charge and spin)?
C5H9NO